{
  "formula": "C40H108N6O14",
  "method": "ωB97M-V with the def2-TZVPD basis set",
  "total_energy_ha": -2970.48195,
  "de_lowest_kcal_mol": 0.0,
  "fmax_ev_per_a": 1.47,
  "smiles": "COC[C@H](C)N.COC[C@H](C)N.COC[C@H](C)N.COCCNCCOC.COCCNCCOC.COCCNCCOC.CCO.CCO.CCO.CCO.CCO",
  "e_homo_ev": -8.77,
  "elements": ["O", "O", "O", "O", "O", "O", "O", "O", "O", "O", "O", "O", "O", "O", "N", "N", "N", "N", "N", "N", "C", "C", "C", "C", "C", "C", "C", "C", "C", "C", "C", "C", "C", "C", "C", "C", "C", "C", "C", "C", "C", "C", "C", "C", "C", "C", "C", "C", "C", "C", "C", "C", "C", "C", "C", "C", "C", "C", "C", "C", "H", "H", "H", "H", "H", "H", "H", "H", "H", "H", "H", "H", "H", "H", "H", "H", "H", "H", "H", "H", "H", "H", "H", "H", "H", "H", "H", "H", "H", "H", "H", "H", "H", "H", "H", "H", "H", "H", "H", "H", "H", "H", "H", "H", "H", "H", "H", "H", "H", "H", "H", "H", "H", "H", "H", "H", "H", "H", "H", "H", "H", "H", "H", "H", "H", "H", "H", "H", "H", "H", "H", "H", "H", "H", "H", "H", "H", "H", "H", "H", "H", "H", "H", "H", "H", "H", "H", "H", "H", "H", "H", "H", "H", "H", "H", "H", "H", "H", "H", "H", "H", "H", "H", "H", "H", "H", "H", "H"],
  "positions_angstrom": [[10.5413, -8.3171, 6.4676], [11.9677, -4.0377, 8.7585], [7.5944, -8.1889, 1.3796], [5.9636, -11.3042, 3.0619], [8.0151, -9.2712, 6.7599], [4.4928, -13.0227, -3.8167], [3.3745, -6.4148, 9.2570], [5.8396, -11.2972, 7.7430], [9.5814, -13.6300, 7.7164], [2.5162, -3.7773, 13.2696], [1.6241, -1.8004, 1.3437], [11.0200, -12.9132, 3.8225], [1.4845, -10.0210, 8.3548], [5.9717, -3.8478, 4.7030], [11.1185, -5.6733, 5.5977], [11.2651, -15.6837, 10.2463], [4.5760, -11.8479, -0.2962], [5.1016, -1.0581, 2.4487], [8.6668, -11.0076, 1.7613], [3.1530, -6.4491, 12.2050], [4.0522, -12.6655, -2.5279], [10.2225, -15.3668, 9.2168], [7.0128, -6.3835, 2.8070], [2.7770, -4.9197, 14.0529], [8.8791, -15.2907, 9.8752], [13.3159, -3.9415, 9.1288], [5.8332, -8.2077, 6.5540], [5.1316, -14.2745, -3.8641], [7.2113, -8.4052, 5.9628], [5.6309, -11.6156, 0.7140], [1.1130, -0.7648, 0.5298], [4.1280, -7.1834, 11.3787], [9.7713, -12.3245, 7.2488], [10.6255, -14.0655, 8.5503], [3.4882, -7.5742, 10.0778], [5.1685, -12.2560, -1.5777], [10.0300, -10.2763, 3.6945], [4.9602, -11.4726, 2.0709], [3.6443, -0.9583, 2.3382], [6.0905, -12.5054, 8.4375], [10.9199, -4.6697, 6.6801], [3.7858, -5.7727, 13.3340], [9.8864, -11.2714, 2.5404], [1.6073, -2.8890, 13.9033], [5.4390, -11.2393, 4.3709], [2.3947, -10.3275, 7.2803], [1.7765, -9.8253, 5.9937], [6.5683, -7.6949, 2.2188], [3.0361, -1.8938, 1.3119], [11.6758, -5.1271, 7.9149], [11.5226, -9.0975, 8.5210], [9.8606, -12.6934, 3.0592], [2.8704, -6.7258, 7.9980], [5.7037, -4.1899, 6.0436], [11.6497, -9.0063, 7.0167], [5.1283, -2.8279, 4.2258], [11.1276, -14.2142, 4.3273], [5.0394, -13.5075, 8.0096], [9.4213, -4.5308, 6.9309], [5.5998, -2.3745, 2.8579], [5.2606, -7.5561, 5.8848], [1.9230, -8.7512, 5.8858], [13.6363, -4.7662, 9.7799], [4.0840, -8.3397, 9.5592], [0.7075, -10.0410, 5.9919], [4.6250, -5.1354, 13.0187], [11.5445, -14.2162, 7.9682], [5.2052, -14.4846, 8.4701], [8.0732, -15.2170, 9.1391], [7.2610, -8.8317, 0.7476], [5.1081, -13.6262, 6.9267], [2.5952, -11.3998, 7.2792], [5.2733, -9.1419, 6.6403], [6.2932, -12.4752, 0.7856], [3.3921, 0.0692, 2.0604], [3.3307, -9.7908, 7.4614], [5.4908, -14.4332, -4.8795], [6.1982, -10.7061, 0.4944], [2.4878, -7.9922, 10.2383], [10.5842, -9.5854, 8.7788], [10.7786, -7.4312, 6.1351], [8.9021, -4.1627, 6.0426], [5.7990, -3.3285, 6.7130], [10.8062, -13.3425, 9.3592], [8.7878, -14.3865, 10.4822], [12.6025, -5.6276, 7.5898], [8.8883, -11.9851, 6.7055], [5.1468, -1.9864, 4.9407], [5.8415, -7.7521, 7.5467], [7.0800, -12.9195, 8.2144], [0.8323, -1.1775, -0.4445], [6.6251, -10.8209, 7.4452], [8.9440, -12.8439, 3.6551], [6.2987, -8.4053, 3.0121], [5.7173, -11.4231, -2.0429], [8.9898, -5.5036, 7.1806], [6.0749, -12.3394, 9.5224], [3.1021, -1.1455, 3.2782], [4.2123, -10.9170, -0.4847], [7.0799, -8.8594, 4.9741], [3.3656, -11.8248, -2.6564], [9.1376, -10.2364, 4.3250], [10.8817, -16.3943, 10.8598], [9.9091, -11.6286, 8.0890], [1.8443, -10.4122, 9.1557], [4.0780, -3.1592, 4.2012], [2.7556, -5.7131, 11.6253], [4.4275, -15.0787, -3.6174], [2.9311, -5.8618, 7.3353], [0.7497, -3.4477, 14.2981], [12.1687, -14.4981, 4.4768], [3.3957, -7.5669, 7.5282], [3.2902, -2.9291, 1.5536], [7.8868, -11.3331, 2.3316], [5.9996, -14.3280, -3.2004], [6.2905, -11.1899, 5.0495], [10.6193, -12.1512, 6.5709], [2.1213, -2.3209, 14.6787], [8.6434, -16.1828, 10.4572], [4.8010, -10.3672, 4.5448], [5.6220, -7.5554, 1.6751], [1.8310, 0.0508, 0.4130], [7.8515, -6.5339, 3.4930], [5.0405, -6.5980, 11.2298], [4.9217, -12.1804, 4.5941], [10.7613, -11.1573, 1.8935], [10.2518, -16.1953, 8.4978], [3.1402, -4.6431, 15.0555], [6.2136, -5.9899, 3.4364], [7.6608, -7.4117, 5.8617], [1.8523, -5.4923, 14.2137], [4.2265, -10.6548, 2.1114], [7.3077, -5.6950, 2.0192], [3.4088, -1.7108, 0.2968], [4.7088, -4.6385, 6.1536], [8.5344, -9.9987, 1.7603], [10.6232, -15.0008, 3.7567], [10.2336, -9.2768, 3.3032], [9.8234, -13.3820, 2.2027], [13.4419, -3.0285, 9.7110], [10.7389, -5.2661, 4.7468], [9.2448, -3.8330, 7.7496], [5.3687, -0.3856, 3.1586], [10.6563, -14.2582, 5.3244], [8.9164, -8.8997, 6.6893], [6.4296, -4.9510, 6.3320], [5.3706, -3.1180, 2.0942], [11.2856, -3.6858, 6.3670], [12.0529, -16.1289, 9.7880], [4.3301, -8.1220, 11.9059], [4.1598, -6.5277, 14.0316], [11.5607, -8.1267, 9.0166], [11.7270, -10.0175, 6.6028], [1.1873, -2.2399, 13.1363], [13.9756, -3.8979, 8.2544], [12.5732, -8.5217, 6.6757], [1.8077, -7.0202, 8.0002], [3.4554, -13.4630, -2.0603], [6.6903, -2.2965, 2.8697], [0.2205, -0.3400, 0.9900], [4.4147, -12.3978, 2.3034], [4.0226, -13.2113, 8.2702], [5.8818, -13.0638, -1.4223], [12.3590, -9.6805, 8.9180], [11.1242, -5.9034, 8.4585], [12.1178, -5.7361, 5.4082], [10.8722, -10.5394, 4.3400], [2.2222, -10.3284, 5.1340]],
  "atomic_forces_ev_per_a": [[-0.3, -0.3, -0.1], [-0.3, 0.1, 0.0], [0.3, 0.1, -0.2], [-0.2, 0.5, -0.3], [-0.3, 0.4, -0.1], [0.1, 0.2, 0.0], [0.3, -0.1, 0.3], [-0.4, 0.3, -0.2], [0.0, -0.1, -0.4], [-0.3, 0.2, 0.0], [0.0, 0.1, 0.2], [0.3, -0.2, -0.4], [0.1, -0.1, -0.2], [0.1, 0.0, -0.1], [0.4, 0.5, 0.1], [-0.4, 0.2, -0.3], [0.9, 0.3, -0.1], [-0.5, -0.2, 0.0], [0.2, -0.2, 0.3], [0.4, 0.4, -0.3], [-0.3, -0.1, 0.3], [1.1, -0.9, 0.4], [0.0, -0.3, 0.6], [-0.1, 0.0, 0.4], [-1.0, 0.3, -0.2], [0.4, 0.1, 0.4], [-0.4, 0.0, 0.0], [0.0, -0.2, -0.1], [-0.5, -0.2, 0.2], [-1.1, 0.1, 0.3], [-0.1, 0.0, 0.0], [-1.0, -0.2, 0.7], [-0.1, 1.1, 0.0], [-0.1, -0.2, 0.2], [0.0, 0.2, -0.5], [-0.1, 0.3, -0.2], [0.5, 0.0, 0.1], [0.1, -0.4, 0.5], [-0.2, 0.2, 0.1], [0.3, -0.2, 0.1], [-0.7, -0.2, -0.4], [-0.2, -0.3, 0.0], [-0.1, 0.6, 0.3], [-0.1, -0.5, -0.6], [0.5, -0.5, 0.1], [-0.2, 0.5, 0.5], [0.0, -0.3, 0.0], [-0.8, -0.1, 0.0], [0.0, -0.4, -0.2], [0.5, -0.4, -0.1], [0.5, 0.0, 0.1], [-0.3, 0.0, -0.4], [-0.8, -0.3, -0.9], [0.0, -0.4, 0.0], [0.3, 0.2, -0.2], [-0.3, 0.1, 0.4], [-0.4, -0.5, 1.3], [0.0, -0.3, 0.0], [0.1, -0.1, 0.0], [0.4, 0.4, -0.1], [0.0, 0.0, 0.1], [-0.1, 0.0, 0.0], [-0.1, -0.1, -0.2], [0.1, 0.1, 0.0], [0.0, 0.0, 0.0], [0.1, 0.0, 0.1], [0.1, 0.2, 0.1], [0.1, 0.0, 0.0], [0.2, 0.0, -0.1], [-0.2, 0.0, 0.1], [-0.1, -0.1, 0.0], [0.0, 0.0, -0.2], [0.2, -0.1, 0.0], [0.2, 0.1, -0.3], [0.1, 0.0, 0.0], [0.1, -0.3, 0.0], [-0.1, 0.1, 0.0], [0.3, -0.2, 0.0], [0.0, 0.0, 0.2], [0.0, 0.0, 0.1], [0.0, 0.2, -0.1], [0.0, 0.1, 0.0], [0.0, 0.0, 0.0], [0.1, 0.1, -0.2], [0.1, -0.2, 0.3], [0.0, 0.2, 0.0], [-0.1, -0.2, 0.0], [0.1, 0.1, -0.2], [0.2, 0.1, 0.0], [0.0, 0.1, -0.1], [0.1, 0.2, -0.1], [0.3, -0.2, 0.4], [0.1, 0.0, 0.1], [0.3, -0.1, 0.0], [0.1, -0.1, 0.0], [0.0, 0.0, 0.1], [-0.1, 0.1, -0.1], [0.1, -0.1, 0.0], [-0.5, -0.2, 0.1], [0.2, 0.2, -0.1], [0.1, 0.0, -0.1], [-0.1, 0.0, -0.1], [0.0, 0.1, 0.1], [-0.1, -0.1, 0.0], [0.0, 0.0, 0.1], [0.1, -0.1, 0.0], [-0.1, -0.1, -0.1], [0.1, 0.0, 0.1], [0.3, 0.1, 0.2], [0.2, 0.0, 0.3], [0.1, 0.2, -0.3], [0.2, 0.1, 0.1], [-0.1, 0.0, 0.0], [0.0, 0.0, -0.1], [-0.1, 0.0, 0.1], [0.0, 0.1, 0.0], [0.1, -0.6, 0.0], [-0.2, 0.1, 0.2], [0.2, 0.1, 0.2], [-0.1, -0.1, -0.1], [0.2, 0.1, -0.3], [0.0, 0.0, -0.1], [0.2, 0.0, -0.2], [0.2, -0.2, -0.2], [-0.3, 0.2, 0.1], [0.0, -0.1, -0.1], [-0.4, 0.3, -0.3], [0.1, 0.1, -0.2], [0.0, 0.3, -0.3], [0.3, -0.2, -0.1], [0.0, 0.0, -0.1], [0.1, 0.1, -0.1], [-0.1, 0.2, 0.1], [0.1, 0.1, 0.1], [-0.1, 0.2, 0.0], [0.1, -0.1, -0.1], [0.1, 0.3, -0.5], [-0.2, 0.0, 0.0], [0.0, -0.1, 0.1], [-0.1, 0.0, -0.1], [-0.2, -0.3, 0.0], [-0.1, 0.0, 0.0], [0.3, 0.0, -0.1], [0.0, 0.0, -0.1], [0.2, -0.4, 0.1], [0.0, 0.1, 0.0], [-0.1, 0.0, 0.0], [0.3, -0.1, 0.2], [0.1, 0.1, 0.0], [0.4, 0.1, 0.0], [0.1, 0.0, 0.0], [-0.1, 0.1, -0.1], [-0.4, 0.0, -0.1], [0.3, 0.2, 0.0], [0.0, 0.0, 0.0], [0.0, 0.1, 0.3], [0.1, 0.0, 0.4], [0.2, -0.1, -0.1], [0.0, -0.1, 0.1], [0.0, -0.1, 0.1], [-0.1, 0.0, -0.2], [0.1, 0.2, 0.0], [-0.1, -0.1, 0.1], [-0.1, -0.1, 0.1], [-0.2, 0.2, 0.0], [0.0, 0.0, 0.0], [0.0, 0.0, -0.1], [0.0, 0.1, 0.0]],
  "mulliken_charge": [-0.510, -0.369, -0.743, 0.120, 0.065, -0.352, -0.371, -0.193, -0.363, -0.294, -0.412, -0.311, -0.599, 0.105, -0.638, -0.751, -0.326, -0.399, -0.522, -0.388, -0.438, 0.703, -0.950, -0.602, -1.276, -0.740, -0.373, -0.661, 1.157, -0.424, -0.711, -0.916, -0.623, -0.714, 0.099, -0.407, -0.858, -0.783, -0.425, 0.655, 0.502, -0.656, 0.332, -0.741, -0.800, 0.703, -1.198, 0.671, -0.377, -0.630, -1.067, -0.668, -0.278, -0.413, 0.145, -0.352, -0.617, -1.173, -1.477, -0.867, 0.437, 0.245, 0.295, 0.106, 0.411, 0.338, 0.201, 0.436, 0.173, 0.162, 0.213, 0.257, -0.815, 0.363, 0.411, -0.348, 0.253, 0.041, 0.307, 0.065, -0.007, 0.387, 0.462, 0.325, 0.321, 0.514, -0.150, 0.311, 0.443, -0.470, 0.266, 0.040, 0.241, -0.333, 0.214, 0.127, 0.252, 0.254, 0.313, -0.689, 0.277, -0.080, 0.245, 0.466, 0.324, 0.287, 0.293, 0.277, 0.352, 0.318, 0.262, -0.422, 0.223, 0.108, 0.289, -0.031, 0.453, 0.270, 0.432, 0.251, 0.406, 0.332, -0.016, 0.369, 0.505, 0.346, 0.211, 0.456, 0.134, -0.071, 0.342, 0.330, 0.502, 0.316, 0.204, 0.396, 0.378, 0.443, 0.430, 0.256, 0.266, 0.446, 0.302, 0.104, 0.138, -0.253, 0.267, 0.344, 0.256, 0.317, 0.382, 0.252, 0.024, 0.238, 0.335, 0.463, 0.373, 0.346, 0.310, 0.256, 0.282, 0.251, 0.313, 0.430, 0.084, 0.224, 0.258, 0.253]
}